(1)
69
Properties=species:S:1:pos:R:3:forces:R:3:mulliken_charge:R:1 method="wB97M-V/def2-TZVPD" total_charge=+4 e_tot_ev=-50033.521 homo_lumo_gap_ev="2.883 / 2.929"
N 0.64746 1.78678 -2.12688 -0.173 0.617 0.252 -0.558
C 0.72433 2.91763 -1.89205 -0.147 -1.283 -0.219 0.546
C 0.81263 4.31679 -1.60925 0.014 0.791 0.020 -1.088
H -0.19114 4.76488 -1.67523 0.301 -0.082 0.026 0.345
H 1.47521 4.79477 -2.34891 -0.177 -0.076 0.269 0.393
H 1.21480 4.46749 -0.59724 -0.078 0.013 -0.288 0.265
N 2.28005 -1.34723 -2.18840 0.426 -0.259 -0.095 -0.438
C 3.23839 -1.99585 -2.25062 -1.048 0.721 0.214 0.426
C 4.42159 -2.79426 -2.31375 0.616 -0.436 -0.104 -1.164
H 5.11972 -2.36112 -3.04660 -0.141 -0.126 0.217 0.363
H 4.15913 -3.81645 -2.62557 0.099 0.235 0.102 0.350
H 4.89729 -2.82022 -1.32392 -0.039 -0.033 -0.241 0.351
N -1.22501 -1.25699 -2.13290 -0.696 -0.042 0.240 -0.538
C -2.21689 -1.82024 -1.93459 1.141 0.711 -0.211 0.629
C -3.44758 -2.51021 -1.71198 -0.763 -0.435 -0.005 -1.246
H -3.34851 -3.17028 -0.83870 -0.037 0.123 -0.222 0.301
H -3.70355 -3.11014 -2.60154 0.094 0.147 0.303 0.435
H -4.24892 -1.77976 -1.52705 0.223 -0.230 -0.070 0.313
Hf 0.50078 -0.22001 -3.38638 1.306 -1.196 12.392 1.594
C 0.48327 -2.24343 0.15359 0.365 -2.787 -1.457 0.016
O 0.50494 -3.29440 -0.28992 -0.104 2.546 1.278 -0.135
C 2.38688 0.76816 0.14792 2.792 0.409 -1.468 0.047
O 3.42964 0.93341 -0.28368 -2.653 -0.366 1.285 -0.130
C 1.23085 1.00613 -4.96169 1.676 1.269 0.447 -0.506
C -0.19138 1.07725 -4.91321 -3.686 -0.304 -3.009 -0.404
C -0.96493 -0.12242 -4.91546 -1.093 2.959 -3.713 -0.308
C -0.31299 -1.38851 -4.96532 -1.262 -1.360 0.442 -0.493
C 1.11098 -1.45926 -4.99697 2.978 0.654 -3.293 -0.256
C 1.88288 -0.26199 -4.99521 0.515 -2.440 -3.951 -0.290
H 1.82561 1.91364 -4.97627 -0.142 -0.172 -0.030 0.544
H -0.69305 2.03868 -4.88069 0.004 -0.182 -0.140 0.549
H -2.04805 -0.06239 -4.88576 0.161 0.070 -0.127 0.545
H -0.89401 -2.30468 -4.98441 0.081 0.207 0.012 0.535
H 1.60099 -2.42663 -5.03670 -0.029 0.150 -0.004 0.544
H 2.96596 -0.30925 -5.03550 -0.132 -0.013 -0.011 0.535
C -1.06041 4.52649 3.46575 -0.068 -0.194 -0.102 -0.517
C 0.18956 4.30250 2.87642 0.472 -0.579 -0.124 -0.869
C 0.43035 3.12539 2.14951 0.395 0.834 -0.111 -0.645
C -0.57294 2.16024 2.03542 0.525 0.303 -0.602 0.748
C -1.83026 2.39265 2.60003 -1.235 0.106 -0.276 -0.070
C -2.07521 3.57379 3.31749 0.302 -0.565 0.010 -0.737
Sb -0.09879 0.23683 1.09076 -1.566 0.076 5.205 1.495
C 1.09269 -0.41131 2.82038 0.571 -0.262 -0.757 0.943
C 2.22321 -1.20048 2.62107 0.263 -0.106 0.067 -0.380
C 3.04836 -1.54002 3.70201 -0.093 -0.006 -0.153 -0.811
C 2.75371 -1.06829 4.98538 -0.258 0.098 -0.162 -0.616
C 1.61567 -0.27695 5.18658 0.023 -0.282 -0.361 -0.714
C 0.78004 0.04102 4.10588 -0.336 0.558 0.146 -0.298
C -1.95846 -0.81668 1.59342 -0.168 0.040 -0.755 0.755
C -1.90782 -1.97145 2.37055 0.492 -0.648 -0.076 -0.482
C -3.07669 -2.71319 2.59690 0.235 0.228 0.118 -0.774
C -4.29540 -2.28789 2.06018 0.057 0.194 -0.108 -0.598
C -4.34526 -1.11267 1.30277 0.104 0.239 0.178 -0.924
C -3.17441 -0.38305 1.06024 -0.361 0.125 -0.539 -0.350
H -1.24414 5.43910 4.03703 0.023 -0.200 -0.300 0.457
H 0.98693 5.04157 2.98355 -0.224 -0.290 0.015 0.473
H 1.41527 2.97007 1.69890 -0.255 0.146 0.125 0.501
H -2.62905 1.65553 2.50724 0.205 0.350 0.032 0.436
H -3.05849 3.73910 3.76309 0.327 -0.162 -0.074 0.476
H 2.48364 -1.56496 1.62104 0.034 0.052 0.305 0.214
H 3.92576 -2.16941 3.53389 -0.305 0.227 0.079 0.429
H 3.40701 -1.31716 5.82448 -0.206 0.105 -0.283 0.441
H 1.37323 0.09788 6.18306 0.024 -0.129 -0.334 0.444
H -0.10404 0.65941 4.28199 0.311 -0.179 -0.005 0.441
H -0.96307 -2.30890 2.80809 -0.302 0.004 -0.131 0.465
H -3.02824 -3.62553 3.19597 0.016 0.364 -0.096 0.483
H -5.20542 -2.86899 2.22852 0.312 0.152 -0.070 0.474
H -5.29509 -0.76061 0.89041 0.316 -0.080 0.200 0.527
H -3.22956 0.52609 0.45283 -0.023 -0.320 0.097 0.513

(2)
64
Properties=species:S:1:pos:R:3:forces:R:3:mulliken_charge:R:1 method="wB97M-V/def2-TZVPD" total_charge=-1 e_tot_ev=-46438.039 homo_lumo_gap_ev=4.295
Pd -0.08059 -0.94098 0.03625 -0.942 -0.824 1.448 -1.051
C -1.87411 2.14999 4.67002 0.180 -0.020 0.582 -1.517
C -0.93652 0.95686 4.76170 1.331 -0.249 -0.937 1.140
C -0.70734 0.44663 6.17642 -0.631 0.568 1.118 -1.647
C -1.18502 -0.17325 3.76726 -1.016 -0.338 -0.001 0.536
C -1.01158 -1.51503 4.14431 0.565 -0.424 -1.086 -0.589
C -1.17091 -2.55143 3.21493 -0.489 -0.041 -0.372 -0.929
C -1.56962 -2.34024 1.87333 -0.076 2.310 0.980 1.580
C -2.04981 -3.49981 1.03745 0.254 -0.305 -0.035 -1.344
C -1.83453 -0.95276 1.55081 -1.459 -0.549 -0.781 -1.166
C -1.68066 0.08838 2.49158 1.067 0.003 0.337 -0.340
H -1.71351 2.80956 5.53408 -0.184 -0.188 -0.100 0.402
H -2.87150 1.76871 4.65837 -1.012 0.088 0.132 0.393
H -1.72842 2.77090 3.79258 0.100 -0.140 -0.249 0.357
H -0.00266 1.35786 4.36299 0.560 0.010 0.467 0.144
H -1.66610 0.12809 6.66596 0.662 0.231 -0.460 0.324
H -0.26910 1.23628 6.81921 -0.303 -0.220 -0.343 0.404
H -0.02545 -0.39597 6.25054 0.072 0.093 -0.167 0.424
H -0.58932 -1.70867 5.11463 -0.308 -0.465 0.107 0.143
H -1.15717 -3.61035 3.48708 0.472 0.318 0.414 0.265
H -3.13602 -3.71326 1.23987 0.904 0.188 -0.262 0.251
H -1.44686 -4.39293 1.35459 -0.638 0.605 -0.573 0.388
H -1.89377 -3.28425 -0.04310 -0.180 -0.325 0.681 0.235
H -2.43329 -0.73771 0.65429 0.182 -0.054 0.310 0.237
H -1.83195 1.15780 2.27926 -0.282 -0.758 -0.509 0.168
C -1.78051 -1.98611 -5.31319 1.149 0.354 0.422 -0.753
C -1.48224 -0.61975 -5.42376 -0.907 -1.072 0.176 -0.579
C -0.75769 0.00748 -4.42497 0.287 0.126 -0.799 -0.205
C -0.26850 -0.74080 -3.35817 0.585 1.324 0.490 0.617
C -0.32223 -2.11983 -3.39191 -0.369 0.297 -0.670 -0.677
C -1.09109 -2.72144 -4.34288 -0.530 -1.201 -0.925 -0.378
P 0.23754 0.08423 -1.82008 -0.747 -0.749 -0.422 1.025
C -0.44988 1.69219 -1.92132 0.135 0.597 -0.790 0.483
C -1.74334 1.87936 -2.39221 -0.905 -0.183 -0.323 -0.565
C -2.30239 3.14864 -2.46409 -1.155 -1.171 -0.140 -0.577
C -1.53807 4.26252 -2.17098 -0.381 -0.352 0.115 -0.602
C -0.27965 4.06947 -1.65977 1.015 0.207 0.309 -0.604
C 0.24327 2.78906 -1.45813 0.493 1.311 -0.054 -0.576
C 2.02594 0.35732 -1.85290 -0.552 0.879 -1.391 -0.329
C 2.73058 1.14440 -2.72503 0.029 -0.452 0.720 0.070
C 4.03981 1.50708 -2.37775 1.929 0.285 -1.143 -0.541
C 4.76325 0.89357 -1.36929 -0.883 -0.612 0.230 -0.941
C 4.08096 -0.12953 -0.61631 -0.645 1.395 -0.758 0.500
C 4.66065 -0.93250 0.34400 0.476 -0.995 1.008 -0.796
C 3.91889 -1.84958 1.07686 0.445 0.457 -0.447 -0.439
C 2.54011 -1.96804 0.91045 0.769 0.490 -0.829 -0.637
C 1.93130 -1.11134 0.00414 -1.118 -2.328 1.566 -0.558
C 2.65519 -0.26316 -0.80213 2.751 -0.090 0.958 1.098
H -2.41154 -2.49881 -6.01077 -0.220 -0.040 -0.371 0.385
H -1.92830 -0.10958 -6.25701 0.053 0.544 -0.183 0.389
H -0.53086 1.07747 -4.51179 -0.267 -0.480 0.208 0.385
H 0.20547 -2.72771 -2.71490 0.484 -0.408 1.117 0.503
H -1.11980 -3.82182 -4.35627 -0.241 0.510 -0.007 0.326
H -2.26634 0.96990 -2.74958 -0.048 0.877 0.463 0.470
H -3.38571 3.22498 -2.69615 0.900 0.133 -0.186 0.316
H -1.96737 5.22251 -2.32483 -0.082 0.792 0.024 0.418
H 0.35910 4.93518 -1.47411 -0.178 -0.194 0.209 0.344
H 1.24828 2.68291 -1.04627 -0.298 0.028 -0.147 0.417
H 2.31203 1.42093 -3.66562 -0.349 0.652 -0.384 0.433
H 4.56991 2.19123 -3.08367 -0.393 -0.404 0.774 0.284
H 5.81341 1.11663 -1.11572 -0.604 0.016 -0.409 0.343
H 5.72836 -0.92364 0.50728 0.223 0.279 0.011 0.312
H 4.45427 -2.44125 1.78552 0.285 -0.546 0.464 0.425
H 1.97302 -2.76661 1.36892 0.038 0.211 0.415 0.409

(3)
90
Properties=species:S:1:pos:R:3:forces:R:3:mulliken_charge:R:1 method="wB97M-V/def2-TZVPD" total_charge=-1 de_lowest_kcal_mol=81.2 spin_multiplicity=3 e_tot_ev=-189766.507 homo_lumo_gap_ev="4.235 / 4.352"
V -0.36033 -0.24876 -0.53673 0.649 -0.010 -1.196 0.749
C -4.53310 -2.87760 2.33456 -0.040 0.006 0.049 -0.803
S -4.45158 -2.53503 0.57062 0.088 0.023 -0.034 -0.038
C -2.85679 -1.80829 0.40393 -0.216 -0.008 -0.076 0.657
S -2.43240 -1.41164 -1.20023 0.355 -0.040 0.083 -0.658
N -2.17837 -1.67624 1.50146 0.113 -0.132 -0.081 -1.203
N -0.94368 -1.06510 1.37217 0.119 0.082 0.503 0.923
C -0.28101 -1.22843 2.45890 -0.005 0.129 0.151 -0.716
C 1.01668 -0.72119 2.91959 -0.338 -0.237 -0.238 1.280
C 1.54019 -1.31107 4.06204 0.121 -0.004 0.031 -0.868
C 2.74798 -0.87818 4.57957 -0.089 -0.056 0.076 -0.328
C 3.42590 0.15741 3.96576 -0.008 0.044 -0.026 -1.124
C 2.85655 0.73401 2.85233 0.432 -0.236 -0.171 -0.050
N 1.69982 0.28702 2.36861 0.245 0.479 -1.366 0.660
H -5.54279 -3.24407 2.52079 0.002 -0.011 -0.004 0.321
H -4.35717 -1.97224 2.90910 0.003 0.015 -0.014 0.257
H -3.80822 -3.63719 2.61856 0.012 0.019 -0.004 0.255
H -0.76362 -1.84696 3.21020 -0.042 0.029 0.004 0.322
H 0.98966 -2.11190 4.53344 0.000 0.003 -0.031 0.454
H 3.14898 -1.34606 5.46887 0.009 -0.011 -0.005 0.419
H 4.36480 0.53424 4.34135 -0.006 -0.005 -0.001 0.440
H 3.28488 1.57146 2.32296 0.081 -0.326 0.035 0.594
F -2.90309 4.15449 -3.12771 0.024 0.025 0.017 -0.389
C -2.18945 3.35815 -3.95756 -0.057 -0.060 -0.039 0.351
C -1.57549 2.23584 -3.47764 -0.002 0.063 -0.013 -0.511
C -0.91916 1.39201 -4.37493 0.023 0.014 -0.007 0.151
C -0.24141 0.18949 -3.83169 -0.101 0.483 0.077 0.374
O -0.07694 0.18340 -2.60957 -0.064 -0.689 0.409 0.817
C 0.18208 -0.77601 -4.80536 -0.119 0.008 -0.043 -0.358
C 0.17967 -0.38753 -6.10142 0.041 -0.012 0.009 -0.475
N -0.25014 0.81901 -6.59199 -0.059 -0.003 -0.010 0.319
C -0.15344 1.09501 -7.99556 0.025 0.004 -0.001 -0.263
C 1.13969 0.78767 -8.67966 -0.001 0.005 0.019 -0.960
C 0.74385 2.21651 -8.44195 -0.002 -0.019 -0.024 -0.474
C -0.89176 1.69742 -5.74167 0.007 -0.029 -0.009 0.068
C -1.48304 2.88230 -6.19929 0.075 0.034 0.018 -1.139
C -2.12582 3.71589 -5.30346 -0.033 -0.001 0.109 -0.746
N -2.71963 4.92864 -5.77572 0.106 0.026 -0.266 0.367
C -3.92649 4.79946 -6.55301 -0.139 -0.005 0.148 -0.555
C -4.06062 5.99824 -7.47100 0.032 0.043 0.022 -0.719
N -4.05880 7.23868 -6.61099 -0.010 -0.008 0.018 -0.164
C -2.81358 7.33132 -5.75854 -0.016 -0.002 -0.033 -0.930
C -2.74705 6.08047 -4.90584 0.013 0.022 0.027 -0.577
C 0.59679 -2.25187 -4.52740 0.288 0.126 0.165 0.320
O 1.21218 -2.78596 -5.47483 -0.104 -0.048 -0.082 -0.822
O 0.24110 -2.67936 -3.42772 -0.068 -0.061 -0.027 -0.606
H -1.60974 2.00682 -2.41650 0.009 -0.028 0.001 0.812
H 0.57236 -1.09616 -6.82108 0.004 0.012 -0.003 0.713
H -1.06682 0.93068 -8.55977 -0.009 0.008 0.009 0.400
H 1.09189 0.39445 -9.68462 -0.005 -0.004 -0.001 0.244
H 1.92974 0.38086 -8.06478 0.008 -0.005 -0.012 0.348
H 0.42681 2.81365 -9.28693 0.002 0.011 0.004 0.309
H 1.26883 2.75263 -7.66319 -0.002 0.000 0.003 0.253
H -1.40754 3.17057 -7.23901 -0.019 0.019 0.004 0.665
H -4.82712 4.73781 -5.91276 -0.002 -0.041 -0.012 0.215
H -3.89544 3.88900 -7.14760 0.046 0.012 -0.028 0.496
H -4.98445 5.99678 -8.04682 -0.013 -0.012 0.019 0.386
H -3.19937 6.08192 -8.13130 -0.017 -0.010 -0.021 0.370
H -4.86481 7.19170 -5.98172 0.002 0.012 -0.012 0.407
H -4.16897 8.07508 -7.18194 0.017 -0.014 -0.005 0.343
H -2.89354 8.24044 -5.16502 0.000 -0.008 0.015 0.410
H -1.97064 7.39599 -6.44386 0.001 0.009 0.002 0.370
H -3.59936 6.07421 -4.20848 0.006 0.000 0.002 0.409
H -1.84668 6.11503 -4.29621 0.016 -0.017 -0.008 0.498
O 1.10963 1.09479 -0.35455 0.001 -0.225 0.557 -0.388
C 2.27449 0.95780 -0.99175 -0.324 -0.006 0.364 0.551
C 2.91860 2.11811 -1.44978 0.023 0.005 -0.027 -0.846
C 4.15513 2.04191 -2.05869 0.010 -0.019 -0.014 -0.436
C 4.79265 0.81170 -2.21903 0.008 0.036 -0.019 -0.650
C 4.17000 -0.33136 -1.75340 -0.076 -0.028 -0.005 -0.721
C 2.91396 -0.28152 -1.15234 0.064 -0.046 -0.008 0.643
C 2.32369 -1.55988 -0.62335 -0.060 0.164 -0.055 0.103
O 3.04364 -2.50650 -0.36449 0.044 -0.066 0.017 -0.772
O 1.03288 -1.57008 -0.41988 -0.356 0.082 0.353 -0.735
H 1.33388 0.83976 1.52391 0.191 -0.987 0.553 -0.049
H 2.41473 3.06317 -1.28922 0.001 0.008 -0.003 0.461
H 4.63451 2.95004 -2.40723 0.013 0.012 -0.004 0.397
H 5.76246 0.75199 -2.69651 0.007 0.003 -0.010 0.383
H 4.63563 -1.30441 -1.84278 0.010 0.000 -0.004 0.446
F -0.01432 1.89513 2.50512 -0.628 0.512 0.081 -0.542
As 0.46870 3.43617 3.16486 -0.244 0.524 0.014 2.066
F 2.11088 3.10702 2.62192 -0.257 0.502 -0.004 -0.477
F 0.13423 4.20362 1.65175 0.051 -0.059 0.100 -0.465
F 1.00800 4.94437 3.83480 0.040 -0.052 -0.005 -0.516
F -1.14023 3.74116 3.71388 0.043 -0.068 0.003 -0.509
F 0.84660 2.63316 4.66744 0.069 -0.083 -0.035 -0.521
O -3.07363 1.13117 1.05362 -0.075 -0.154 0.063 -0.626
N -2.69049 1.62465 0.01601 0.095 0.247 0.136 0.980
O -3.36609 2.36307 -0.69063 -0.072 -0.047 -0.071 -0.707
O -1.46374 1.41553 -0.37664 0.030 0.129 -0.103 -0.338